18
Properties=species:S:1:pos:R:3:forces:R:3 method="wB97M-V/def2-TZVPD" orbital_gap_ev=8.554 fmax_ev_per_a=6.1 energy_ha=-649.90481 e_above_lowest_kj_mol=352.4 lumo_ev=0.84
C 2.2119 1.2917 -1.4427 5.520 -1.905 1.917
C 2.2354 2.5356 -0.6979 -0.570 -0.446 0.225
C -1.0018 -1.5509 1.3360 -0.887 1.285 -0.365
C -1.6155 -0.1216 0.9614 -2.009 -4.394 -1.398
C -1.0631 0.3364 -0.3713 -0.186 1.803 -0.646
N -0.1647 1.4644 -0.2272 -0.888 0.902 0.390
S 1.2723 1.1683 0.2085 1.841 0.900 -1.370
H 1.6877 1.1589 -2.3112 -1.781 -0.139 -1.694
H 3.2636 0.7575 -1.5162 -2.216 0.842 0.296
H 3.1152 2.9886 -0.2495 -0.048 -0.532 0.066
H 1.5560 3.2225 -1.1241 -0.896 0.949 0.251
H -1.0558 -2.1009 0.4273 0.450 -0.868 -0.602
H -0.0035 -1.4413 1.7136 0.864 0.175 -0.342
H -1.4573 -2.1531 2.1058 -0.865 0.185 0.310
H -1.4672 0.3979 1.8257 0.578 2.554 1.660
H -2.7354 -0.2113 0.8241 1.049 -0.178 0.396
H -0.5994 -0.4723 -0.9542 -0.128 -0.226 0.182
H -1.8357 0.8009 -1.0410 0.173 -0.906 0.724

12
Properties=species:S:1:pos:R:3:forces:R:3 method="wB97M-V/def2-TZVPD" orbital_gap_ev=7.756 fmax_ev_per_a=0.6 energy_ha=-269.18759 e_above_lowest_kj_mol=416.5 lumo_ev=-0.39
C -0.8382 0.1736 0.0588 -0.072 0.062 0.017
C -1.0313 -1.3394 -0.2270 -0.097 -0.214 -0.026
C 0.4931 -1.6318 -0.1330 -0.293 0.531 0.045
C 0.6275 -0.2102 0.0474 0.161 -0.020 0.009
C 1.6644 0.6571 0.1422 -0.043 -0.150 -0.024
O 1.3982 1.9552 0.2259 0.026 -0.110 0.009
H -1.2079 0.5241 1.0325 -0.033 -0.119 -0.184
H 0.4250 2.0068 0.1820 0.231 0.380 0.061
H -1.1868 0.8639 -0.7252 0.017 -0.157 0.115
H -1.4044 -1.5320 -1.2436 0.079 -0.114 0.248
H -1.6631 -1.8842 0.4871 0.178 -0.023 -0.225
H 2.7236 0.4168 0.1529 -0.154 -0.065 -0.046

51
Properties=species:S:1:pos:R:3:forces:R:3 method="wB97M-V/def2-TZVPD" orbital_gap_ev=6.340 fmax_ev_per_a=0.1 energy_ha=-2338.53264 e_above_lowest_kj_mol=23.1 lumo_ev=-0.32
Ti -0.6157 0.8975 -0.8118 0.097 0.050 0.031
C -2.4766 -1.7542 2.3394 -0.010 -0.018 0.008
C -2.4402 -1.0353 3.5213 -0.005 -0.010 0.013
C -1.9220 0.2479 3.5139 0.004 0.039 -0.026
C -1.4578 0.7828 2.3190 -0.012 -0.024 0.014
N -1.4808 0.0770 1.1802 0.007 -0.016 0.009
C -1.9789 -1.1610 1.1927 0.008 0.017 -0.033
C -0.9026 2.1591 2.2110 0.022 0.004 -0.021
C -0.9956 3.1029 3.2243 0.002 0.011 -0.003
C -0.4686 4.3653 3.0005 0.005 -0.005 -0.003
C 0.1197 4.6468 1.7797 -0.005 -0.008 -0.006
C 0.1616 3.6469 0.8189 0.001 0.009 0.000
N -0.3290 2.4346 1.0414 -0.036 -0.040 -0.007
H -2.8756 -2.7576 2.2977 -0.002 0.000 0.004
H -2.8081 -1.4679 4.4426 0.000 0.001 0.001
H -1.8732 0.8224 4.4269 -0.003 -0.005 0.004
H -1.9536 -1.6640 0.2342 0.005 0.005 -0.001
H -1.4846 2.8732 4.1596 0.001 0.010 0.002
H -0.5305 5.1237 3.7699 -0.002 -0.001 0.001
H 0.5271 5.6240 1.5631 0.000 0.001 0.002
H 0.5686 3.8050 -0.1718 0.000 0.005 0.003
O 1.5040 0.8881 -0.4798 -0.085 -0.032 -0.055
S 2.2336 -0.2252 -1.2409 0.003 0.073 0.128
C 3.9404 0.0124 -0.6197 -0.025 -0.036 -0.101
C 4.1921 -0.9672 0.5329 0.004 -0.009 0.064
C 2.8267 -1.4225 1.0428 -0.050 0.021 -0.043
C 2.0154 -1.6923 -0.2156 0.056 -0.055 0.022
H 3.9465 1.0562 -0.3103 0.013 -0.002 0.011
H 4.6364 -0.1134 -1.4477 -0.008 0.016 -0.018
H 4.7974 -0.5081 1.3145 -0.005 0.006 -0.006
H 4.7425 -1.8336 0.1606 0.010 -0.001 0.006
H 2.3461 -0.6286 1.6183 0.002 -0.004 0.007
H 2.8926 -2.3072 1.6763 0.009 -0.010 -0.014
H 0.9395 -1.8155 -0.1087 -0.003 0.015 0.004
H 2.4170 -2.5341 -0.7877 -0.008 0.002 -0.003
O -1.9632 2.0515 -1.3568 -0.026 -0.047 0.046
O -0.6458 2.4120 -1.8897 0.039 -0.022 -0.034
C -0.1962 -2.7255 -2.8250 0.002 0.000 -0.002
C -1.0073 -1.4230 -2.7981 0.017 -0.005 0.003
C -2.5015 -1.7686 -2.7509 0.004 -0.002 -0.005
C -0.7205 -0.6241 -4.0749 -0.009 -0.007 -0.013
N -0.6588 -0.6321 -1.6451 -0.030 0.062 -0.004
H -0.4652 -3.3467 -3.6835 -0.001 -0.003 0.000
H -0.3736 -3.3035 -1.9137 0.001 0.002 0.002
H 0.8720 -2.5029 -2.8918 0.001 -0.001 -0.004
H -2.8083 -2.3349 -3.6349 0.001 -0.001 0.002
H -3.0891 -0.8512 -2.6985 0.006 0.008 0.006
H -2.7252 -2.3744 -1.8682 -0.003 0.002 -0.001
H -1.0043 -1.1845 -4.9709 0.003 0.000 -0.001
H 0.3441 -0.3873 -4.1352 0.002 0.003 0.005
H -1.2707 0.3174 -4.0508 0.003 0.002 0.007

63
Properties=species:S:1:pos:R:3:forces:R:3 method="wB97M-V/def2-TZVPD" total_charge=+2 orbital_gap_ev=6.737 fmax_ev_per_a=1.3 energy_ha=-5008.84155 lumo_ev=-7.28
Ta -0.1955 -0.1522 1.4517 0.072 0.339 -0.083
Cl -2.4372 -4.0284 -0.6604 0.039 0.130 -0.007
C -2.2846 -2.4944 -1.4071 -0.216 -0.086 -0.532
C -2.8450 -2.2648 -2.7000 0.104 -0.003 0.226
C -2.7298 -1.0489 -3.3114 -0.021 0.090 -0.138
Cl -3.3948 -0.8168 -4.8833 0.023 -0.009 0.075
C -2.0694 0.0491 -2.6751 -0.055 0.079 -0.205
C -1.9047 1.3575 -3.1779 -0.058 -0.148 -0.029
C -1.2534 2.2884 -2.4084 0.074 -0.049 0.187
C -0.7743 1.9350 -1.1352 -0.044 0.256 -0.184
N -0.9092 0.7234 -0.6317 -0.413 -0.105 -0.128
C -1.5409 -0.2010 -1.4132 0.047 -0.087 0.287
C -1.6268 -1.4662 -0.8187 0.350 0.350 0.930
O -1.0344 -1.4660 0.4084 0.115 -1.235 -0.287
H -3.3702 -3.0715 -3.1924 0.002 -0.008 0.000
H -2.2922 1.6147 -4.1550 -0.006 0.001 0.008
H -1.1196 3.3020 -2.7572 0.010 0.005 0.009
H -0.2902 2.6756 -0.5115 0.005 -0.011 -0.037
Cl -1.2432 -2.2438 3.2571 -0.444 0.475 -0.024
C -2.3773 -0.8776 3.2820 0.193 -0.322 0.057
C -2.0530 0.1751 2.4534 -0.069 0.341 -0.344
C -2.8264 1.3166 2.5146 -0.132 0.275 -0.048
Cl -2.3476 2.6997 1.5593 -0.042 -0.300 0.287
C -3.9415 1.3903 3.3438 0.063 0.083 -0.097
Cl -4.8949 2.8068 3.3757 -0.018 -0.065 0.042
C -4.2582 0.2916 4.1547 -0.156 0.039 0.068
Cl -5.6275 0.3548 5.1672 0.032 -0.008 0.007
C -3.4577 -0.8546 4.1494 0.094 -0.150 -0.081
Cl -3.7806 -2.1935 5.1553 -0.051 0.045 0.013
C 0.8839 -2.7960 -3.8706 0.048 0.094 0.113
O 1.4230 -1.8187 -2.9590 0.032 -0.012 -0.066
C 1.5406 -2.1523 -1.6611 -0.192 -0.228 0.006
C 1.0748 -3.3408 -1.0922 0.035 0.140 -0.115
C 1.2567 -3.5700 0.2557 0.020 0.101 0.208
C 1.9000 -2.6303 1.0632 0.046 -0.119 -0.171
C 2.3992 -1.4615 0.4983 0.022 -0.084 0.050
C 2.1941 -1.2166 -0.8541 0.149 0.303 -0.111
N 2.8018 -0.1383 -1.5779 -0.076 -0.122 0.191
C 3.1451 1.0984 -1.3495 -0.068 0.089 0.095
C 2.9272 2.0853 -0.3261 0.281 0.026 -0.310
C 3.7485 3.2273 -0.4710 -0.001 0.121 0.099
C 3.6410 4.3018 0.3822 0.002 -0.136 -0.096
C 2.6677 4.2758 1.3768 -0.120 0.023 0.119
C 1.8162 3.1888 1.5346 0.242 0.246 -0.057
C 1.9589 2.1007 0.6946 -0.269 -0.750 0.072
O 1.1504 1.0319 0.8114 0.240 0.563 -0.083
H 1.4730 -3.7115 -3.8357 -0.013 -0.012 -0.023
H 0.9510 -2.3453 -4.8545 0.002 -0.005 -0.008
H -0.1583 -2.9950 -3.6227 -0.020 -0.040 -0.020
H 0.5775 -4.0784 -1.7048 -0.005 -0.008 0.009
H 0.8950 -4.4916 0.6916 0.007 -0.013 -0.014
H 2.0938 -2.8335 2.1061 -0.036 -0.032 0.013
H 2.9934 -0.7956 1.1078 0.030 0.093 -0.106
H 3.0645 -0.4530 -2.5083 -0.044 -0.040 -0.009
H 3.7432 1.4797 -2.1713 0.006 0.058 0.031
H 4.4804 3.2484 -1.2689 0.011 0.002 0.008
H 4.2904 5.1570 0.2664 -0.007 0.014 0.013
H 2.5548 5.1243 2.0396 0.016 0.001 -0.005
H 1.0517 3.1865 2.2980 -0.013 -0.022 -0.004
O 1.7841 0.5848 4.6570 -0.131 0.034 -0.163
N 1.1174 0.4145 3.7071 0.020 -0.339 -0.157
O 1.2514 -0.6439 2.9218 0.122 0.106 0.332
O 0.1879 1.1663 3.2814 0.167 0.030 0.191